Arrangement one

8
Properties=species:S:1:pos:R:3 method="wB97M-V/def2-TZVPD" orbital_gap_ha="0.3137 / 0.3138" total_charge=0 homo_energy_ev="-8.957 / -8.961"
N -1.321 -1.279 0.133
N 0.875 0.128 -0.122
O 1.965 1.088 -0.066
F -1.493 1.112 0.798
S -1.187 0.033 -0.522
H -2.097 -2.033 -0.055
H 1.220 -0.563 -0.889
H 2.040 1.515 0.724



Arrangement two

8
Properties=species:S:1:pos:R:3 method="wB97M-V/def2-TZVPD" orbital_gap_ha=0.3943 total_charge=0 homo_energy_ev=-10.712 smiles="N=[S@@](N)(=O)F"
N -0.199 -1.588 0.165
S -0.667 -0.299 0.743
N 0.315 0.856 0.165
O -2.292 0.319 0.599
F -0.118 -0.160 2.352
H -0.378 -2.393 0.569
H 1.250 0.522 0.144
H 0.325 1.793 0.236



Quick one: most stable of them? arrangement two



Arrangement one

9
Properties=species:S:1:pos:R:3 method="wB97M-V/def2-TZVPD" orbital_gap_ha="0.2767 / 0.2769" total_charge=0 homo_energy_ev="-8.847 / -8.851" smiles="O=c1[nH]c2nn-2c1=O"
O 2.209 0.189 0.357
C 1.061 0.031 0.109
N 0.205 1.132 -0.364
C -1.004 0.672 -0.425
N -2.403 -0.034 -0.120
N -1.072 -0.674 -0.147
C 0.101 -1.156 0.339
O 0.390 -2.249 0.747
H 0.513 2.089 -0.497



Arrangement two

9
Properties=species:S:1:pos:R:3 method="wB97M-V/def2-TZVPD" orbital_gap_ha="0.2133 / 0.2121" total_charge=0 homo_energy_ev="-11.042 / -11.021"
C -0.409 -0.158 -0.351
C -3.871 0.767 -2.291
C -2.539 3.233 0.153
N -3.199 2.416 -0.303
N 0.773 -0.405 -0.263
N -4.603 0.767 -1.347
O -1.488 0.200 -0.639
O -3.093 0.682 -3.138
H 1.427 -0.723 0.319



Quick one: most stable of them? arrangement one